Entry 1:
Below is a 10-piece molecular cluster, C19H46O16 overall in a non-equilibrium geometry, with properties calculated with ωB97M-V/def2-TZVPD.

## Properties
Energy above the lowest of the compared OMol25 structures with the same formula, charge and spin   38.4 kJ/mol
Frontier orbital gap   10.113 eV
Maximum force   3.45 eV Å⁻¹
LUMO level   0.4788 eV

Positions of all 81 atoms, in Å:
C -13.483621 -0.982247 10.876836
O -13.186719 -0.809019 12.236256
H -13.514792 -2.065154 10.580285
H -14.427460 -0.463963 10.630869
H -12.741758 -0.498974 10.222998
H -12.346231 -0.411056 12.341376
C -17.697389 1.190148 10.017806
O -17.066395 0.257446 10.863131
H -16.992096 1.831303 9.467630
H -18.380530 0.712540 9.353669
H -18.245802 1.897378 10.567426
H -16.769575 0.698972 11.656993
C -10.418705 1.775445 12.561975
O -10.760412 0.650189 11.759457
H -9.338234 1.961901 12.533507
H -10.920486 2.666784 12.316687
H -10.598495 1.473040 13.591229
H -10.788582 1.024906 10.866795
C -12.669362 5.280140 13.986005
O -13.040344 5.832251 12.747547
H -12.992944 5.953872 14.814157
H -13.112771 4.317544 14.200589
H -11.608034 5.080397 14.101373
H -12.533922 5.346210 12.113354
C -16.290373 -2.764340 9.134893
O -17.010607 -2.355240 10.210076
H -15.936634 -1.859556 8.491832
H -15.323133 -3.300820 9.472632
H -16.838683 -3.461083 8.465966
H -16.892827 -1.419108 10.472091
C -13.292175 5.763922 9.536968
O -12.300450 4.772776 9.939961
H -13.433688 5.674748 8.439191
H -14.199855 5.632303 10.017395
H -12.878580 6.739439 9.666128
H -12.789998 3.976199 9.601736
C -13.855038 2.391800 10.945196
O -13.750719 2.445115 9.469697
H -14.821368 2.757447 11.154773
H -13.674452 1.403911 11.380570
H -13.172000 3.099852 11.402721
H -13.345740 1.544265 9.170707
C -18.371098 3.955243 13.043953
C -17.669659 5.021814 13.757873
C -16.365997 5.349173 13.037554
O -16.728456 6.380479 12.109601
C -17.832724 6.944581 12.537107
O -18.345980 7.834611 11.957293
O -18.379556 6.258559 13.598571
H -19.340836 3.823167 13.481965
H -17.848956 2.945441 13.066508
H -18.501738 4.158976 12.000919
H -17.428284 4.824044 14.793062
H -16.001913 4.524729 12.411987
H -15.572182 5.809605 13.623029
C -17.212291 -1.366757 15.783073
C -16.019682 -0.789752 15.088850
C -16.046235 -0.684775 13.608085
O -16.443536 0.744094 13.410131
C -16.036764 1.431409 14.505980
O -15.928189 2.591207 14.581725
O -15.767721 0.589851 15.522746
H -18.144989 -0.892364 15.542270
H -17.114690 -1.470811 16.896081
H -17.372330 -2.407264 15.438728
H -15.150989 -1.398643 15.345711
H -16.841155 -1.264179 13.142116
H -15.025367 -0.842055 13.172144
C -8.180573 3.637453 6.840384
C -9.400726 3.939569 7.717610
C -10.779528 4.053648 6.947844
O -11.422036 2.793180 7.335111
C -10.655652 2.124534 8.243154
O -10.981420 1.088713 8.742264
O -9.594005 2.836407 8.650184
H -8.045144 4.342258 5.998494
H -8.200226 2.514754 6.492607
H -7.320188 3.765718 7.446901
H -9.200870 4.853815 8.288216
H -10.673392 4.011209 5.840674
H -11.410937 4.873106 7.272215

Cartesian forces (eV/Å) of the 6 atoms listed first:
C 0.036 -0.249 -1.207
O -1.565 -0.782 0.391
H -0.175 0.946 0.381
H 0.009 -0.583 0.141
H 0.128 -0.192 0.227
H 1.685 0.733 -0.108

---

Entry 2:
Below is a 3-piece molecular cluster, C19H47BN2O2PS overall in a non-equilibrium geometry, with properties calculated with ωB97M-V/def2-TZVPD.

## Properties
Total charge   -1
Frontier orbital gap   5.826 eV
Maximum force   3.65 eV Å⁻¹
LUMO level   2.5725 eV

Positions of all 73 atoms, in Å:
C 3.243251 -3.101690 -1.226505
C 4.202701 -2.293026 -2.314391
C 4.123680 -0.634673 -2.113398
O 2.850035 -0.232374 -2.771320
C 2.530145 1.178394 -2.506137
C 1.437094 1.432317 -1.310272
P 2.478216 2.260239 0.105729
S 2.986178 4.061980 -0.441459
B 0.890359 0.037490 -0.633537
O 1.803710 -0.628389 0.360548
C -0.551514 -0.698720 -0.920834
C -1.483023 0.017516 -2.065938
H 2.098967 -2.834459 -1.328689
H 3.335476 -4.257423 -1.437221
H 3.635380 -2.807523 -0.146630
H 3.697539 -2.495262 -3.376582
H 5.302858 -2.690009 -2.360198
H 4.046810 -0.382009 -0.951367
H 5.073188 -0.115427 -2.560008
H 2.104127 1.660369 -3.508534
H 3.522448 1.773169 -2.255622
H 3.727130 1.493367 0.207615
H 1.692900 2.209899 1.314165
H 1.226758 -0.681097 1.200803
H -1.160036 -0.687549 0.097115
H -0.409788 -1.853111 -1.180882
H -2.398751 0.566138 -1.570417
H -1.899359 -0.861447 -2.756081
H -0.884119 0.798236 -2.721631
C 1.002156 -3.775287 1.517341
C -0.410998 -4.284462 1.787668
N -0.992247 -5.028181 0.667283
C -2.436029 -5.247290 0.798850
C -2.915651 -6.109026 1.962169
C -0.227189 -6.180998 0.186689
C 0.103640 -7.281090 1.189151
H 1.041731 -3.188367 0.593804
H 1.327090 -3.128076 2.339090
H 1.723886 -4.594083 1.442359
H -1.032038 -3.402025 1.985040
H -0.407154 -4.876468 2.709039
H -2.827710 -5.666807 -0.136694
H -2.919819 -4.265689 0.885327
H -2.705045 -7.167481 1.794269
H -4.002265 -6.014472 2.063872
H -2.473470 -5.807580 2.914307
H 0.716291 -5.812584 -0.233898
H -0.742952 -6.630635 -0.671752
H 0.489015 -6.886317 2.133096
H 0.877923 -7.934389 0.772526
H -0.761688 -7.909266 1.401430
C -0.991821 3.577200 0.583588
C -1.899867 4.663781 0.014258
N -2.339205 5.644205 1.010240
C -3.440189 6.494088 0.546172
C -3.166179 7.422632 -0.632243
C -1.281575 6.339768 1.747045
C -0.246970 7.116116 0.939916
H -1.456668 3.082691 1.442854
H -0.802496 2.814297 -0.179216
H -0.021431 3.976650 0.892989
H -2.782472 4.155803 -0.393549
H -1.396148 5.143007 -0.831922
H -3.818676 7.090999 1.385871
H -4.278449 5.840539 0.271823
H -2.546806 8.273525 -0.340300
H -4.112162 7.831879 -1.003251
H -2.686663 6.906557 -1.466924
H -0.748503 5.600627 2.357194
H -1.733044 7.016569 2.484081
H 0.139493 6.543649 0.092378
H 0.607338 7.361066 1.580265
H -0.647339 8.060000 0.569446

Cartesian forces (eV/Å) of the 6 atoms listed first:
C 0.763 0.243 -0.185
C -1.510 0.507 -0.761
C -0.626 -1.355 0.712
O 2.001 0.594 0.932
C -0.753 1.915 0.069
C 1.937 -1.900 1.665

---

Entry 3:
Below is a 4-piece molecular cluster, C19H47BrN8O6P overall in a non-equilibrium geometry, with properties calculated with ωB97M-V/def2-TZVPD.

## Properties
Total charge   +1
Frontier orbital gap   6.145 eV
Maximum force   8.72 eV Å⁻¹
LUMO level   -4.2358 eV

Positions of all 82 atoms, in Å:
C 2.335000 -0.270949 5.359004
C 3.152875 0.250168 4.206666
C 2.349640 0.876010 2.892479
N 0.846535 0.632156 3.126558
C -0.146488 1.525263 3.877330
N 0.101721 2.746186 4.513072
Br -1.413933 3.530132 5.345217
N -1.543745 0.883007 3.906321
C -1.226104 -0.383433 3.141910
N -2.377296 -1.393210 2.950428
C -2.316235 -2.225319 4.247314
C -3.516804 -3.336584 4.365595
N 0.216100 -0.526411 2.653121
P 0.880149 -1.905762 1.709497
O 0.691493 -1.609260 0.136885
O -0.022087 -3.399308 2.036571
O 2.557316 -2.246807 2.032008
H 2.261047 0.384661 6.347360
H 1.714773 -1.264903 5.312533
H 4.333654 0.211052 4.296239
H 2.482956 2.043119 2.794344
H 2.689021 0.379989 1.871418
H 1.062545 3.160722 4.514439
H -3.279718 -0.851150 2.929678
H -2.404656 -1.448127 5.139958
H -1.222562 -2.681300 4.339208
H -4.131581 -3.105436 5.362479
H -3.076902 -4.431880 4.530402
H -4.218072 -3.259182 3.425766
H -0.089726 -3.837198 1.134507
H 3.078837 -1.893468 1.247766
C -0.542285 1.625184 -0.947970
C -0.740841 2.909174 -1.751149
C -0.746169 2.695190 -3.283914
O 0.545448 2.461427 -3.854448
C 1.031757 1.138249 -3.682847
N 0.282386 3.887591 -1.349798
H 0.499097 1.296792 -0.926110
H -0.842730 1.781328 0.094812
H -1.149965 0.810944 -1.351919
H -1.723562 3.310467 -1.476712
H -1.112397 3.616805 -3.752107
H -1.444579 1.900136 -3.575640
H 0.231406 0.394684 -3.735072
H 1.571759 1.060347 -2.738829
H 1.747151 0.935412 -4.485447
H 0.079281 4.777770 -1.803122
H 1.166612 3.593993 -1.774790
C 3.579690 6.511110 -5.845166
C 2.179264 5.995055 -5.520133
C 1.280042 7.031197 -4.803898
O 1.595376 7.235882 -3.422920
C 2.720424 8.072212 -3.195848
N 2.296273 4.754488 -4.737395
H 4.241299 6.514761 -4.976226
H 4.054188 5.869045 -6.596595
H 3.540431 7.525900 -6.250254
H 1.697202 5.752656 -6.474572
H 0.251097 6.652016 -4.817851
H 1.265271 7.988679 -5.340552
H 2.791001 8.877575 -3.932453
H 3.632168 7.474308 -3.187181
H 2.613624 8.518419 -2.202576
H 1.366520 4.353587 -4.619035
H 2.569942 5.019746 -3.786912
C -1.007829 -7.157792 1.393838
C -2.241423 -6.474316 0.807102
C -3.529382 -7.328585 0.888155
O -3.591640 -8.398859 -0.060037
C -2.825404 -9.541061 0.293514
N -1.951575 -6.071156 -0.578115
H -0.578800 -7.904860 0.722556
H -0.220388 -6.418793 1.583196
H -1.243122 -7.645452 2.343713
H -2.416755 -5.567170 1.397388
H -4.380980 -6.678310 0.654436
H -3.697112 -7.706145 1.905163
H -2.827122 -9.721065 1.372298
H -1.806466 -9.435058 -0.079808
H -3.266333 -10.409915 -0.204254
H -2.733008 -5.517866 -0.927975
H -1.976594 -6.918507 -1.152611

Cartesian forces (eV/Å) of the 6 atoms listed first:
C 1.173 1.279 -1.522
C -1.729 -0.464 1.930
C 0.504 -1.552 0.104
N -0.991 3.050 1.454
C -0.983 -2.839 -1.064
N -0.146 -2.859 -1.638

---

Entry 4:
Below is a 6-piece molecular cluster, C19H47NO7S5 overall in a non-equilibrium geometry, with properties calculated with ωB97M-V/def2-TZVPD.

## Properties
Energy above the lowest of the compared OMol25 structures with the same formula, charge and spin   43.7 kJ/mol
Frontier orbital gap   8.963 eV
Maximum force   3.23 eV Å⁻¹
LUMO level   0.4895 eV

Positions of all 79 atoms, in Å:
C 6.687208 -0.033068 2.049401
O 5.655723 0.908497 2.134148
C 5.112186 1.259323 0.872109
C 4.252676 2.482763 0.981894
C 2.965067 2.267711 1.754581
C 1.815187 1.734423 0.882863
C 1.047820 0.649047 1.609569
C -0.074719 -0.050069 0.871889
C -0.599735 -0.890117 2.044143
N -0.500059 0.030675 3.169738
C 0.344546 1.058494 2.917948
O 0.506440 2.026672 3.568386
H 6.869747 -0.372085 1.033916
H 7.625305 0.366407 2.428958
H 6.462687 -0.912062 2.646749
H 5.946407 1.492882 0.205240
H 4.598209 0.399306 0.429530
H 4.831772 3.230415 1.510977
H 4.055942 2.853099 -0.015843
H 2.648606 3.233297 2.108916
H 3.093437 1.640792 2.629250
H 2.156139 1.388093 -0.087872
H 1.099749 2.527791 0.686437
H 1.789533 -0.125915 1.821052
H -0.880979 0.595358 0.567836
H 0.230333 -0.762720 0.122426
H -1.516593 -1.446227 1.915248
H 0.168416 -1.641732 2.258444
H -1.285112 0.180557 3.786180
C -3.704190 1.099102 -2.194721
S -2.131182 0.744132 -2.983981
O -1.087548 0.787516 -1.921912
C -2.030499 2.287642 -3.894391
H -3.946575 0.266267 -1.536547
H -3.622940 2.017686 -1.612120
H -4.471888 1.197339 -2.962948
H -2.058055 3.125710 -3.196713
H -2.863383 2.340774 -4.595610
H -1.088734 2.295551 -4.439957
C -1.071109 -4.713247 0.429865
S -2.003117 -3.521878 -0.537653
O -3.437817 -3.914886 -0.464336
C -1.384713 -4.057945 -2.137875
H -1.337172 -4.580642 1.476707
H -1.322412 -5.724754 0.113937
H -0.004428 -4.535946 0.304101
H -1.618503 -5.112605 -2.285714
H -0.307687 -3.896444 -2.181602
H -1.873880 -3.461452 -2.905569
C -0.485884 -8.767468 2.392047
S 0.730384 -7.498808 2.772260
O 0.928458 -6.699924 1.534693
C 2.131424 -8.616954 2.909712
H -1.442921 -8.277155 2.224639
H -0.186476 -9.305502 1.492348
H -0.570313 -9.452839 3.235462
H 2.256674 -9.164948 1.975670
H 1.964525 -9.306845 3.737033
H 3.019729 -8.020406 3.106447
C -7.243839 1.423096 -5.854847
S -5.682933 1.069598 -6.672930
O -4.624178 1.111080 -5.628486
C -5.589728 2.618915 -7.579612
H -7.474733 0.588800 -5.195609
H -7.153525 2.339211 -5.270641
H -8.029736 1.524699 -6.603201
H -5.609337 3.455577 -6.880831
H -6.427625 2.682802 -8.273728
H -4.654668 2.627746 -8.135864
C 3.019140 7.797511 3.383943
S 2.628238 6.044847 3.269156
O 3.108312 5.582408 1.941624
C 0.847458 6.248893 3.147141
H 4.101562 7.898427 3.428584
H 2.637822 8.317844 2.504923
H 2.576456 8.208696 4.291463
H 0.607329 6.867667 2.281861
H 0.472040 6.709049 4.061401
H 0.406260 5.260442 3.028251

Cartesian forces (eV/Å) of the 6 atoms listed first:
C 0.258 -0.323 0.152
O -0.310 0.179 0.089
C 0.674 -0.087 -0.358
C 0.027 -0.329 0.799
C -0.565 0.365 -0.748
C -0.491 0.233 0.754

---

Entry 5:
Below is C19H48AsCl2F6MnNO5PSi3 as an isolated structure in a non-equilibrium geometry, with properties calculated with ωB97M-V/def2-TZVPD.

## Properties
Total charge   +1
Spin multiplicity   6
Energy above the lowest of the compared OMol25 structures with the same formula, charge and spin   317.0 kJ/mol
Frontier orbital gap (alpha / beta)   5.278 / 7.067 eV
Maximum force   3.22 eV Å⁻¹
LUMO level (alpha / beta)   -5.5692 / -5.2011 eV
⟨S²⟩   9.18

Positions of all 87 atoms, in Å:
Mn -0.004500 0.035800 -0.365200
C -1.705100 2.681000 3.200900
C -1.316700 1.310600 2.672100
O -0.149400 1.374600 1.841400
H -2.607200 2.597000 3.800300
H -1.899900 3.365400 2.376600
H -0.916700 3.098900 3.822500
H -2.145100 0.880300 2.100000
H -1.056400 0.634800 3.488800
H -0.224300 2.220000 1.369400
C 2.658600 2.115000 4.103200
Si 2.521900 0.317300 3.434000
C 1.377700 -0.640700 4.653300
C 4.295200 -0.417300 3.556700
As 2.211300 0.007800 0.347300
Si 2.926900 -2.429300 0.502100
C 4.849000 -2.537800 0.697100
C 2.058100 -2.946500 2.144300
C 2.421200 -3.692900 -0.844700
Si 3.438800 2.268100 0.097200
C 2.494400 3.606800 1.098800
C 3.579100 2.938300 -1.689500
C 5.198900 1.888700 0.799900
H 2.921800 2.057300 5.157200
H 1.732900 2.676000 4.037600
H 3.438900 2.680000 3.604600
H 1.360700 -0.121400 5.608300
H 1.744600 -1.645400 4.837200
H 0.353200 -0.718800 4.309900
H 4.601400 -0.394500 4.598800
H 5.013200 0.169000 2.995600
H 4.360500 -1.442000 3.214200
H 5.096800 -3.308100 1.422300
H 5.298500 -1.603100 1.023800
H 5.325900 -2.826700 -0.236000
H 2.732800 -2.960200 2.992300
H 1.630100 -3.942000 2.063800
H 1.248700 -2.257300 2.362300
H 3.125800 -3.730900 -1.671300
H 1.443800 -3.459900 -1.254400
H 2.371300 -4.692700 -0.418600
H 1.945500 4.237000 0.406300
H 3.181800 4.252000 1.635000
H 1.783400 3.196400 1.805000
H 2.621600 2.873100 -2.200300
H 4.326700 2.424800 -2.284800
H 3.861500 3.987700 -1.660700
H 5.254500 2.083300 1.864900
H 5.927300 2.532500 0.318600
H 5.489500 0.855500 0.623300
Cl -0.361400 -3.013100 -4.278400
C -1.588300 -2.599900 -3.082200
Cl -2.170000 -4.067400 -2.274600
C -1.021700 -1.714500 -1.966800
O -1.794400 -0.950100 -1.382500
O 0.178400 -1.856200 -1.649300
H -2.446800 -2.136200 -3.569800
F 0.410500 2.377400 -0.621100
P -1.059200 2.654900 -1.494200
F -0.630700 1.314700 -2.335200
F -1.315500 3.866300 -0.486500
F -0.241500 3.558700 -2.499400
F -1.735200 1.639400 -0.356400
F -2.426900 2.799000 -2.241900
C 4.082100 -0.572800 -2.432100
C 2.560500 -0.462900 -2.541700
C 2.155700 0.202200 -3.856300
O 2.027500 0.314600 -1.489600
H 4.439200 -1.369700 -3.076100
H 4.370800 -0.793700 -1.400800
H 4.562700 0.354100 -2.736600
H 2.130700 -1.469700 -2.499600
H 2.602700 1.190600 -3.946300
H 1.075000 0.312500 -3.901100
H 2.482300 -0.408900 -4.692600
C -2.017200 -2.759300 3.129000
N -1.851500 -3.322300 1.811000
C -2.521200 -4.578500 1.562700
C -1.111700 -2.709900 0.909700
O -0.534600 -1.627300 1.100600
H -1.552300 -3.414900 3.869000
H -3.077200 -2.649100 3.357700
H -1.535000 -1.784900 3.152300
H -3.587900 -4.476800 1.769600
H -2.116000 -5.352400 2.219000
H -2.398300 -4.879800 0.525000
H -1.021000 -3.260600 -0.032100

Cartesian forces (eV/Å) of the 6 atoms listed first:
Mn -2.495 -0.738 -0.633
C 0.198 -0.312 -0.109
C -0.388 -0.083 0.254
O 0.087 0.135 -0.325
H -0.104 0.044 0.047
H -0.079 0.060 -0.081